Entry 1:
Molecular formula: C15H36AsCl3GeN4O4PPt
Method: DFT, ωB97M-V/def2-TZVPD

Output
**HOMO energy (spin up / spin down)**: -13.75 / -13.96 eV
**Net charge**: +2
**2S+1**: 2
**Kohn-Sham gap (spin up / spin down)**: 7.52 / 7.24 eV

Cartesian coordinates (Å):
Pt: -0.10 0.99 -0.29
Cl: 3.32 3.54 -2.22
Ge: 1.26 3.36 -2.08
Cl: 0.58 3.51 -0.07
Cl: 0.24 4.72 -3.29
C: -2.08 0.91 4.55
C: -1.29 0.71 3.28
O: -2.24 0.52 2.19
P: -1.86 0.09 0.71
O: -3.21 0.42 -0.04
C: -3.91 1.69 0.10
C: -5.06 1.57 1.08
O: -1.80 -1.48 0.66
C: -2.87 -2.32 1.21
C: -2.47 -2.85 2.57
H: -1.40 1.14 5.37
H: -2.64 0.01 4.80
H: -2.78 1.73 4.43
H: -0.66 -0.18 3.35
H: -0.67 1.57 3.05
H: -4.27 1.93 -0.90
H: -3.20 2.46 0.41
H: -5.79 0.85 0.71
H: -5.55 2.53 1.19
H: -4.70 1.24 2.05
H: -2.99 -3.13 0.49
H: -3.79 -1.74 1.24
H: -1.53 -3.39 2.51
H: -3.24 -3.54 2.93
H: -2.38 -2.04 3.29
C: 2.97 0.23 -0.38
N: 4.08 -0.58 0.05
C: 3.78 -1.99 -0.21
N: 2.58 -2.41 0.51
C: 1.46 -1.60 0.08
N: 1.71 -0.15 0.34
C: 1.97 0.02 1.80
N: 3.08 -0.80 2.23
C: 4.28 -0.40 1.49
C: 2.79 -2.20 1.94
H: 2.81 0.11 -1.45
H: 3.18 1.29 -0.16
H: 4.63 -2.60 0.10
H: 3.63 -2.13 -1.29
H: 0.56 -1.90 0.60
H: 1.32 -1.73 -1.00
H: 1.07 -0.28 2.34
H: 2.19 1.07 1.99
H: 5.12 -1.01 1.81
H: 4.51 0.65 1.70
H: 1.90 -2.51 2.49
H: 3.63 -2.82 2.27
C: -0.17 1.95 -5.31
As: 0.41 0.74 -3.96
C: 1.86 -0.29 -4.61
C: -1.00 -0.38 -3.37
O: 0.99 1.63 -2.55
H: -0.48 1.36 -6.17
H: 0.65 2.60 -5.59
H: -1.01 2.54 -4.95
H: 1.58 -0.65 -5.60
H: 2.04 -1.14 -3.95
H: 2.75 0.32 -4.68
H: -1.24 -1.06 -4.19
H: -1.87 0.22 -3.11
H: -0.67 -0.94 -2.49

Entry 2:
Molecular formula: C15H36B3N4O10P
Method: DFT, ωB97M-V/def2-TZVPD

Output
**HOMO energy**: -9.12 eV
**Net charge**: 0
**2S+1**: 1
**Kohn-Sham gap**: 9.18 eV
**SMILES string**: CCN(CCB1OBOB(P(=O)(O)O)O1)C(C)=O.CN(C)C=O.CN(C)C=O.CN(C)C=O

Cartesian coordinates (Å):
C: -1.42 -2.75 2.70
C: -1.79 -2.68 1.11
N: -0.77 -3.28 0.17
C: 0.60 -2.66 0.31
C: 0.61 -1.02 0.45
B: 0.06 -0.20 -0.87
O: -0.84 -0.72 -1.92
B: -2.11 0.06 -1.73
O: -2.13 1.35 -0.99
B: -0.80 2.00 -1.00
P: -0.56 3.94 -0.99
O: -1.53 4.63 0.08
O: -0.86 4.46 -2.62
O: 1.11 4.28 -0.52
O: 0.49 1.22 -1.01
C: -0.75 -4.79 0.20
C: -2.00 -5.69 -0.43
O: 0.29 -5.52 0.69
H: -1.97 -3.59 3.31
H: -0.28 -2.85 2.94
H: -1.76 -1.72 3.18
H: -2.79 -3.32 0.97
H: -2.11 -1.57 0.82
H: 1.26 -2.96 -0.62
H: 1.10 -3.10 1.27
H: 1.75 -0.71 0.59
H: 0.05 -0.60 1.38
H: -3.09 -0.47 -2.17
H: -1.33 5.35 -2.66
H: 1.33 5.26 -0.70
H: -1.56 -6.39 -1.28
H: -2.53 -6.37 0.39
H: -2.80 -5.00 -0.99
C: 4.17 4.07 1.73
N: 3.51 3.06 2.52
C: 3.44 3.23 3.96
C: 2.94 1.94 1.95
O: 2.37 1.04 2.56
H: 5.21 4.15 2.05
H: 3.66 5.03 1.88
H: 4.15 3.82 0.66
H: 3.93 2.38 4.44
H: 2.39 3.25 4.26
H: 3.93 4.16 4.26
H: 3.05 1.91 0.85
C: 1.43 -8.84 -3.15
N: 0.20 -8.51 -3.83
C: -0.47 -9.54 -4.60
C: -0.35 -7.25 -3.78
O: -1.39 -6.91 -4.33
H: 2.17 -9.17 -3.88
H: 1.24 -9.65 -2.43
H: 1.83 -7.97 -2.61
H: -0.55 -9.22 -5.64
H: -1.47 -9.69 -4.20
H: 0.09 -10.48 -4.55
H: 0.24 -6.55 -3.17
C: -1.85 9.71 1.70
N: -1.43 8.43 1.17
C: -2.20 7.25 1.50
C: -0.32 8.31 0.36
O: 0.09 7.26 -0.12
H: -1.84 9.66 2.79
H: -2.87 9.92 1.35
H: -1.19 10.51 1.37
H: -1.55 6.54 2.01
H: -2.57 6.79 0.57
H: -3.04 7.51 2.14
H: 0.19 9.27 0.17

Entry 3:
Molecular formula: C15H36ClN3O14P
Method: DFT, ωB97M-V/def2-TZVPD

Output
**HOMO energy**: -5.26 eV
**Net charge**: -1
**2S+1**: 1
**Kohn-Sham gap**: 8.04 eV

Cartesian coordinates (Å):
Cl: -0.73 1.47 -1.65
O: 0.02 2.60 -1.26
O: -0.23 0.34 -0.92
O: -2.08 1.66 -1.43
O: -0.51 1.17 -3.08
O: 2.32 -2.86 2.25
P: 2.56 -1.59 1.50
N: 4.22 -1.02 1.53
C: 5.32 -1.93 1.38
C: 4.62 0.38 1.70
N: 1.51 -0.35 2.11
C: 1.35 -0.25 3.56
C: 1.24 0.91 1.39
N: 2.12 -1.62 -0.18
C: 0.79 -1.89 -0.73
C: 3.21 -1.76 -1.11
H: 5.73 -2.14 2.37
H: 6.01 -1.49 0.66
H: 4.99 -2.90 0.99
H: 4.93 0.80 0.74
H: 5.48 0.46 2.37
H: 3.77 1.02 1.94
H: 0.33 0.12 3.69
H: 1.40 -1.20 4.08
H: 2.11 0.40 4.01
H: 1.61 0.83 0.37
H: 0.20 1.15 1.16
H: 1.55 1.85 1.84
H: 0.45 -2.90 -0.52
H: 0.05 -1.18 -0.35
H: 0.85 -1.88 -1.82
H: 3.95 -0.96 -1.05
H: 2.90 -1.83 -2.15
H: 3.78 -2.67 -0.93
C: -3.06 2.26 -3.53
O: -2.52 3.30 -4.43
C: -1.52 4.04 -3.95
O: -1.03 3.98 -2.80
O: -1.09 5.01 -4.73
C: -1.81 5.56 -5.85
H: -2.37 1.41 -3.51
H: -3.98 1.78 -3.86
H: -3.35 2.66 -2.56
H: -1.61 6.63 -5.81
H: -2.89 5.42 -5.75
H: -1.67 5.03 -6.79
C: -2.53 -0.65 -1.45
O: -3.09 -1.82 -0.95
C: -2.32 -2.98 -0.85
O: -1.15 -3.07 -1.18
O: -3.17 -3.95 -0.36
C: -2.59 -5.15 0.14
H: -3.25 -0.24 -2.15
H: -1.64 -0.85 -2.04
H: -2.30 0.11 -0.70
H: -3.34 -5.91 0.37
H: -1.92 -4.98 0.98
H: -1.97 -5.62 -0.63
C: -1.82 0.66 5.68
O: -1.20 0.28 4.55
C: -1.69 0.62 3.30
O: -2.74 1.32 3.14
O: -0.88 0.04 2.40
C: -1.25 -0.02 1.04
H: -2.08 1.71 5.57
H: -1.17 0.59 6.56
H: -2.73 0.06 5.76
H: -1.27 0.97 0.58
H: -2.28 -0.36 0.90
H: -0.52 -0.60 0.47

Entry 4:
Molecular formula: C15H36FN5O5S2
Method: DFT, ωB97M-V/def2-TZVPD

Output
**HOMO energy**: -8.75 eV
**Net charge**: 0
**2S+1**: 1
**Kohn-Sham gap**: 9.27 eV
**SMILES string**: CCCNN(CSCC)S(=O)(=O)F.CNC(C)=O.CNC(C)=O.CNC(C)=O

Cartesian coordinates (Å):
C: 2.07 -4.45 4.48
C: 1.77 -4.68 2.99
C: 0.30 -4.50 2.57
N: -0.45 -3.50 3.37
N: -0.43 -2.22 2.71
C: -0.08 -1.12 3.69
S: 1.13 0.00 2.97
C: 2.64 -0.99 3.20
C: 3.58 -0.83 2.01
S: -1.92 -1.85 2.07
O: -2.24 -2.75 1.04
O: -2.01 -0.48 1.77
F: -2.93 -2.10 3.24
H: 3.05 -4.00 4.55
H: 1.38 -3.76 4.96
H: 2.15 -5.39 5.01
H: 2.43 -4.12 2.35
H: 2.01 -5.72 2.79
H: 0.28 -4.16 1.54
H: -0.22 -5.45 2.61
H: -1.41 -3.84 3.39
H: 0.35 -1.63 4.55
H: -0.94 -0.57 4.03
H: 2.31 -2.02 3.25
H: 3.11 -0.77 4.15
H: 3.48 -1.70 1.36
H: 4.60 -0.83 2.36
H: 3.36 0.04 1.39
C: -4.66 1.14 2.07
N: -5.56 2.15 2.61
C: -6.67 1.97 3.37
C: -7.04 0.55 3.73
O: -7.33 2.93 3.74
H: -3.65 1.32 2.45
H: -4.64 1.21 0.99
H: -4.97 0.14 2.36
H: -5.37 3.11 2.40
H: -7.94 0.57 4.33
H: -7.24 -0.04 2.83
H: -6.24 0.08 4.30
C: 1.55 1.81 -3.46
N: 2.51 1.61 -2.38
C: 2.44 0.74 -1.35
C: 1.24 -0.16 -1.26
O: 3.34 0.70 -0.51
H: 2.03 1.63 -4.41
H: 1.19 2.83 -3.45
H: 0.70 1.14 -3.36
H: 3.33 2.19 -2.37
H: 1.34 -0.80 -0.39
H: 0.32 0.42 -1.17
H: 1.18 -0.80 -2.15
C: 1.42 4.00 -9.25
N: 0.89 3.87 -7.91
C: 1.56 3.82 -6.73
C: 3.07 3.90 -6.79
O: 0.96 3.71 -5.67
H: 1.03 4.90 -9.72
H: 1.12 3.14 -9.85
H: 2.51 4.05 -9.23
H: -0.11 3.81 -7.80
H: 3.46 3.84 -5.78
H: 3.48 3.07 -7.37
H: 3.39 4.84 -7.23

Entry 5:
Molecular formula: C15H36N2O6S
Method: DFT, ωB97M-V/def2-TZVPD

Output
**HOMO energy**: -9.28 eV
**Net charge**: 0
**2S+1**: 1
**Kohn-Sham gap**: 9.44 eV
**SMILES string**: C[C@@H]1[C@@H](CCO)CCOS1(=O)=O.COC[C@@H](C)N.COC[C@@H](C)N

Cartesian coordinates (Å):
C: 5.04 -2.54 1.52
C: 5.29 -0.91 1.78
C: 3.88 -0.18 1.35
C: 2.79 -0.03 2.56
C: 1.38 -0.79 2.09
O: 0.88 0.02 0.93
C: 4.25 1.22 0.58
C: 5.10 0.77 -0.79
O: 6.52 0.76 -0.42
S: 6.81 -0.29 0.89
O: 7.73 0.52 1.89
O: 7.71 -1.50 0.44
H: 4.92 -2.75 0.35
H: 5.93 -3.17 1.99
H: 3.99 -2.80 2.01
H: 5.52 -0.83 2.94
H: 3.37 -0.88 0.53
H: 3.22 -0.65 3.48
H: 2.61 1.06 2.94
H: 1.66 -1.88 1.67
H: 0.58 -0.85 2.95
H: 0.93 -0.55 0.09
H: 4.94 1.95 1.17
H: 3.27 1.76 0.17
H: 4.80 -0.35 -1.08
H: 4.85 1.44 -1.72
C: -1.61 4.97 -2.23
O: -0.83 4.34 -1.22
C: -1.59 3.81 -0.13
C: -2.19 2.41 -0.38
C: -3.42 2.43 -1.27
N: -1.19 1.50 -0.97
H: -2.47 5.50 -1.81
H: -1.93 4.24 -2.97
H: -0.97 5.70 -2.74
H: -0.88 3.73 0.71
H: -2.36 4.53 0.19
H: -2.49 2.00 0.59
H: -3.18 2.61 -2.33
H: -3.94 1.47 -1.23
H: -4.13 3.20 -0.95
H: -0.40 1.42 -0.33
H: -0.79 1.97 -1.79
C: -4.65 -4.65 -0.79
O: -3.43 -3.93 -0.68
C: -3.40 -2.70 -1.42
C: -4.04 -1.50 -0.68
C: -5.56 -1.51 -0.71
N: -3.58 -1.42 0.71
H: -5.10 -4.55 -1.78
H: -5.35 -4.32 -0.02
H: -4.43 -5.70 -0.61
H: -2.33 -2.48 -1.57
H: -3.83 -2.84 -2.42
H: -3.71 -0.59 -1.20
H: -5.99 -2.26 -0.03
H: -5.95 -0.54 -0.40
H: -5.94 -1.71 -1.72
H: -2.57 -1.32 0.72
H: -3.74 -2.34 1.14

Entry 6:
Molecular formula: C15H36N7O12S2
Method: DFT, ωB97M-V/def2-TZVPD

Output
**HOMO energy**: -11.04 eV
**Net charge**: +1
**2S+1**: 1
**Kohn-Sham gap**: 7.70 eV

Cartesian coordinates (Å):
C: 1.79 -2.28 0.96
C: 1.45 -1.80 -0.52
N: 1.90 -0.39 -0.64
C: 3.28 -0.42 -1.18
C: 4.16 0.83 -0.77
C: 1.01 0.40 -1.41
S: 1.42 1.35 -2.72
S: -0.79 0.44 -0.95
C: -1.09 1.92 0.10
C: -2.66 1.95 0.37
C: -3.26 0.55 0.76
N: -4.04 -0.11 -0.35
C: -3.63 -1.52 -0.64
C: -4.76 -2.26 -1.44
O: -5.76 -1.70 -1.85
O: -4.58 -3.60 -1.73
H: 2.83 -1.93 1.21
H: 1.81 -3.40 1.04
H: 1.11 -1.82 1.72
H: 1.96 -2.47 -1.27
H: 0.35 -1.95 -0.66
H: 3.32 -0.64 -2.29
H: 3.79 -1.30 -0.70
H: 5.17 0.67 -1.26
H: 3.78 1.79 -1.17
H: 4.34 0.81 0.33
H: -0.83 2.89 -0.40
H: -0.60 1.83 1.11
H: -2.93 2.72 1.13
H: -3.16 2.26 -0.59
H: -4.01 0.73 1.59
H: -2.50 -0.14 1.21
H: -4.04 0.43 -1.23
H: -5.04 -0.17 -0.07
H: -2.71 -1.60 -1.27
H: -3.44 -2.13 0.28
H: -3.98 -4.00 -1.07
C: -4.43 -3.53 3.93
N: -3.25 -2.90 3.28
O: -3.28 -2.74 2.06
O: -2.33 -2.58 4.00
H: -5.16 -3.76 3.16
H: -4.08 -4.44 4.42
H: -4.83 -2.82 4.65
C: 5.07 5.51 0.32
N: 4.82 4.08 -0.01
O: 5.79 3.34 -0.10
O: 3.66 3.74 -0.15
H: 6.14 5.65 0.42
H: 4.67 6.10 -0.50
H: 4.56 5.72 1.25
C: -5.86 -6.67 -2.73
N: -5.40 -8.01 -2.28
O: -5.54 -8.94 -3.05
O: -4.92 -8.08 -1.16
H: -6.26 -6.75 -3.73
H: -6.62 -6.34 -2.03
H: -4.99 -6.01 -2.71
C: 6.10 1.93 2.94
N: 5.88 2.92 4.03
O: 6.38 4.02 3.91
O: 5.21 2.55 4.98
H: 6.71 2.40 2.17
H: 6.60 1.07 3.36
H: 5.12 1.66 2.54
C: 0.99 4.99 -2.39
N: 2.18 5.64 -3.01
O: 2.18 5.77 -4.22
O: 3.07 6.01 -2.26
H: 0.29 4.73 -3.17
H: 1.34 4.11 -1.86
H: 0.55 5.71 -1.70

Entry 7:
Molecular formula: C15H36NO18S4
Method: DFT, ωB97M-V/def2-TZVPD

Output
**HOMO energy**: -6.62 eV
**Net charge**: -1
**2S+1**: 1
**Kohn-Sham gap**: 8.60 eV

Cartesian coordinates (Å):
N: 1.28 0.20 0.19
O: 1.79 -0.30 -0.90
O: 1.48 -0.43 1.24
O: 0.39 1.14 0.04
O: -1.45 3.01 -4.97
S: -2.32 3.10 -3.78
O: -2.23 4.35 -2.95
O: -3.87 3.24 -4.42
C: -4.27 4.55 -4.64
C: -5.58 4.42 -5.62
C: -2.27 1.71 -2.73
H: -3.49 5.21 -5.34
H: -4.62 5.01 -3.69
H: -6.19 5.23 -5.38
H: -6.35 3.69 -5.29
H: -5.36 4.21 -6.58
H: -1.30 1.65 -2.17
H: -2.46 0.71 -3.27
H: -3.00 1.62 -2.12
O: 7.23 -2.16 0.21
S: 5.77 -1.90 0.44
O: 5.01 -2.95 1.06
O: 5.94 -0.52 1.48
C: 4.85 0.36 1.75
C: 5.40 1.60 2.41
C: 5.06 -1.28 -1.10
H: 4.11 -0.26 2.32
H: 4.33 0.51 0.91
H: 6.08 2.16 1.83
H: 5.67 1.19 3.43
H: 4.61 2.15 2.46
H: 5.52 -1.81 -2.01
H: 5.38 -0.18 -1.28
H: 3.92 -1.13 -1.25
O: -3.48 1.07 2.15
S: -3.44 -0.31 2.55
O: -4.65 -0.83 3.22
O: -3.23 -1.26 1.24
C: -1.92 -1.35 0.74
C: -1.91 -2.07 -0.63
C: -2.27 -0.62 3.81
H: -1.25 -1.95 1.35
H: -1.58 -0.28 0.69
H: -2.60 -1.64 -1.20
H: -2.34 -3.05 -0.63
H: -0.93 -2.11 -1.06
H: -2.47 -0.07 4.55
H: -1.40 -0.22 3.41
H: -2.36 -1.68 4.11
O: 1.96 -4.93 1.88
S: 0.65 -5.06 1.23
O: -0.40 -4.20 1.66
O: 0.84 -4.85 -0.36
C: 1.55 -3.56 -0.70
C: 1.40 -3.39 -2.37
C: -0.07 -6.74 1.27
H: 2.64 -3.60 -0.42
H: 1.14 -2.72 -0.17
H: 2.25 -2.70 -2.77
H: 0.60 -3.58 -2.76
H: 2.02 -4.47 -2.74
H: -0.17 -6.98 2.31
H: 0.71 -7.36 0.89
H: -0.94 -6.63 0.69
C: -1.36 3.22 2.52
C: 0.10 3.65 2.22
O: 0.17 4.71 3.22
C: -0.94 5.05 3.70
O: -1.16 5.96 4.53
O: -1.87 4.13 3.43
H: -1.32 2.34 3.09
H: -2.17 3.23 1.72
H: 0.25 3.97 1.12
H: 0.88 2.82 2.30

> Which value of 2S+1 does entry 1 give?

2

Copy entry 7 word for word.
Molecular formula: C15H36NO18S4
Method: DFT, ωB97M-V/def2-TZVPD

Output
**HOMO energy**: -6.62 eV
**Net charge**: -1
**2S+1**: 1
**Kohn-Sham gap**: 8.60 eV

Cartesian coordinates (Å):
N: 1.28 0.20 0.19
O: 1.79 -0.30 -0.90
O: 1.48 -0.43 1.24
O: 0.39 1.14 0.04
O: -1.45 3.01 -4.97
S: -2.32 3.10 -3.78
O: -2.23 4.35 -2.95
O: -3.87 3.24 -4.42
C: -4.27 4.55 -4.64
C: -5.58 4.42 -5.62
C: -2.27 1.71 -2.73
H: -3.49 5.21 -5.34
H: -4.62 5.01 -3.69
H: -6.19 5.23 -5.38
H: -6.35 3.69 -5.29
H: -5.36 4.21 -6.58
H: -1.30 1.65 -2.17
H: -2.46 0.71 -3.27
H: -3.00 1.62 -2.12
O: 7.23 -2.16 0.21
S: 5.77 -1.90 0.44
O: 5.01 -2.95 1.06
O: 5.94 -0.52 1.48
C: 4.85 0.36 1.75
C: 5.40 1.60 2.41
C: 5.06 -1.28 -1.10
H: 4.11 -0.26 2.32
H: 4.33 0.51 0.91
H: 6.08 2.16 1.83
H: 5.67 1.19 3.43
H: 4.61 2.15 2.46
H: 5.52 -1.81 -2.01
H: 5.38 -0.18 -1.28
H: 3.92 -1.13 -1.25
O: -3.48 1.07 2.15
S: -3.44 -0.31 2.55
O: -4.65 -0.83 3.22
O: -3.23 -1.26 1.24
C: -1.92 -1.35 0.74
C: -1.91 -2.07 -0.63
C: -2.27 -0.62 3.81
H: -1.25 -1.95 1.35
H: -1.58 -0.28 0.69
H: -2.60 -1.64 -1.20
H: -2.34 -3.05 -0.63
H: -0.93 -2.11 -1.06
H: -2.47 -0.07 4.55
H: -1.40 -0.22 3.41
H: -2.36 -1.68 4.11
O: 1.96 -4.93 1.88
S: 0.65 -5.06 1.23
O: -0.40 -4.20 1.66
O: 0.84 -4.85 -0.36
C: 1.55 -3.56 -0.70
C: 1.40 -3.39 -2.37
C: -0.07 -6.74 1.27
H: 2.64 -3.60 -0.42
H: 1.14 -2.72 -0.17
H: 2.25 -2.70 -2.77
H: 0.60 -3.58 -2.76
H: 2.02 -4.47 -2.74
H: -0.17 -6.98 2.31
H: 0.71 -7.36 0.89
H: -0.94 -6.63 0.69
C: -1.36 3.22 2.52
C: 0.10 3.65 2.22
O: 0.17 4.71 3.22
C: -0.94 5.05 3.70
O: -1.16 5.96 4.53
O: -1.87 4.13 3.43
H: -1.32 2.34 3.09
H: -2.17 3.23 1.72
H: 0.25 3.97 1.12
H: 0.88 2.82 2.30